DFT (wB97M-V/def2-TZVPD) results for a single C5H7NO molecule in a non-equilibrium geometry.

Values from the calculation:
Maximum force ... 1.27 eV/Å
HOMO ... -0.338 hartree
Kohn-Sham gap ... 10.006 eV
SMILES ... OCC#C[C@H]1CN1

```
! RIJCOSX wB97M-V def2-TZVPD def2/J DEFGRID3
* xyz 0 1
O 1.86955 -0.36411 1.42051
C 2.26238 -0.46362 0.02558
C 1.08792 -0.07015 -0.78699
C 0.13736 0.25962 -0.08125
C -1.03903 0.52587 0.65907
C -2.20656 0.32314 -0.23868
N -1.99074 -0.55851 0.89006
H 1.80828 0.57172 1.66386
H 3.12294 0.17810 -0.19092
H 2.54715 -1.50798 -0.12253
H -1.02667 1.30717 1.41420
H -1.94380 -0.02776 -1.23522
H -3.02834 1.02224 -0.17150
H -1.58400 -1.44220 0.59228
*
```

Atom charges from the natural (NBO) analysis, given in e for atoms 1 to 2:
1. O -0.732
2. C -0.114

DFT (wB97M-V/def2-TZVPD) results for a single C5H7NO molecule.

Values from the calculation:
Maximum force ... 0.31 eV/Å
HOMO ... -0.348 hartree
Kohn-Sham gap ... 10.319 eV
SMILES ... O=C1CC=CCN1

```
! RIJCOSX wB97M-V def2-TZVPD def2/J DEFGRID3
* xyz 0 1
O -1.66482 -0.85236 1.90361
C -0.92250 -0.49834 1.00340
C -1.39422 0.45391 -0.08192
C -0.33447 0.92539 -1.03476
C 0.90472 0.44893 -1.02265
C 1.41450 -0.43932 0.07009
N 0.34758 -0.98505 0.88786
H -1.90613 1.28420 0.41633
H -2.17532 -0.08060 -0.63918
H -0.61771 1.68247 -1.76240
H 1.64014 0.76952 -1.75668
H 2.08019 0.19018 0.68071
H 2.02833 -1.26068 -0.31965
H 0.60759 -1.59709 1.64966
*
```

Atom charges from the natural (NBO) analysis, given in e for atoms 1 to 2:
1. O -0.618
2. C 0.685